Model i:
C5H12N2 | the ωB97M-V functional and the def2-TZVPD basis

Its LUMO energy is 1.14 eV. The value obtained for the HOMO energy is -7.471 eV. The gap between HOMO and LUMO comes out at 8.615 eV.

Element x y z (Å)
C 1.262 -0.202 0.387
C -0.725 -1.236 -1.205
C 1.886 1.068 -0.169
N -0.220 -1.261 0.122
N -1.155 -1.402 1.098
H -0.960 -2.142 1.769
H -2.038 -0.921 0.958
H 1.841 -1.030 -0.040
H 1.349 -0.297 1.467
H -1.334 -0.305 -1.325
H -1.353 -2.118 -1.420
H 0.087 -1.198 -1.921
H 1.608 1.228 -1.211
H 1.645 1.942 0.429
H 2.975 0.994 -0.113
C -0.849 1.515 0.754
C -1.484 1.706 -0.266
H -2.065 2.098 -1.059
H -0.471 1.562 1.745

Model ii:
C5H12N2 | the ωB97M-V functional and the def2-TZVPD basis

Its SMILES is CCC/C(N)=C/N. Its LUMO energy is 0.94 eV. The value obtained for the HOMO energy is -8.556 eV. The gap between HOMO and LUMO comes out at 9.499 eV.

Element x y z (Å)
C 1.776 -1.973 -1.624
C 0.535 -1.685 -0.769
C 0.805 -0.625 0.337
C -0.216 0.483 0.343
N -0.406 1.105 -0.952
C -0.767 0.954 1.468
N -1.842 1.898 1.436
H 2.648 -1.971 -0.980
H 1.845 -1.219 -2.399
H 1.664 -2.928 -2.133
H 0.086 -2.565 -0.319
H -0.221 -1.208 -1.391
H 0.805 -1.185 1.271
H 1.806 -0.181 0.307
H -0.030 2.047 -0.955
H -1.395 1.212 -1.141
H -0.358 0.574 2.401
H -2.693 1.345 1.406
H -1.871 2.410 2.313

Model iii:
C5H12N2 | the ωB97M-V functional and the def2-TZVPD basis

Its SMILES is [H]/N=C\NCCCC. Its LUMO energy is 1.03 eV. The value obtained for the HOMO energy is -8.787 eV. The gap between HOMO and LUMO comes out at 9.817 eV.

Element x y z (Å)
H 3.573 -0.551 -0.343
N 3.280 -0.234 0.573
C 2.111 0.187 0.763
N 1.123 0.394 -0.157
C -0.145 1.006 0.186
C -1.262 0.639 -0.788
C -1.659 -0.836 -0.712
C -2.755 -1.086 0.325
H 1.793 0.469 1.766
H 1.369 0.317 -1.131
H -0.059 2.088 0.182
H -0.412 0.720 1.197
H -2.118 1.231 -0.461
H -0.979 0.982 -1.786
H -2.054 -1.176 -1.677
H -0.806 -1.470 -0.482
H -3.078 -2.129 0.291
H -2.362 -1.077 1.341
H -3.620 -0.444 0.195

Model iv:
C5H12N2 | the ωB97M-V functional and the def2-TZVPD basis

Its SMILES is C=CC[C@H](N)CN. Its LUMO energy is 1.08 eV. The value obtained for the HOMO energy is -8.916 eV. The gap between HOMO and LUMO comes out at 9.995 eV.

Element x y z (Å)
C -0.634 1.964 -1.159
C 0.512 1.923 -0.495
C 1.003 0.851 0.423
C 0.112 -0.349 0.639
N 0.614 -1.196 1.766
C 0.018 -1.233 -0.603
N -1.175 -2.058 -0.600
H -1.341 1.163 -1.006
H -0.973 2.778 -1.783
H 1.099 2.844 -0.472
H 1.914 0.445 -0.044
H 1.305 1.351 1.345
H -0.885 0.018 0.922
H -0.193 -1.467 2.320
H 1.098 -0.584 2.429
H 0.907 -1.859 -0.587
H 0.042 -0.545 -1.461
H -1.970 -1.672 -0.117
H -1.453 -2.373 -1.516

model iii (0.0202 hartree below the next structure)

Model i:
C5H12N2 | the ωB97M-V functional and the def2-TZVPD basis

Its SMILES is [H]/N=C\NCCCC. Its LUMO energy is 1.01 eV. The value obtained for the HOMO energy is -8.853 eV. The gap between HOMO and LUMO comes out at 9.859 eV.

Element x y z (Å)
H -2.463 0.548 -3.102
N -2.893 0.906 -2.260
C -2.185 0.894 -1.205
N -0.987 0.328 -0.952
C -0.790 -0.426 0.302
C 0.510 -1.223 0.288
C 1.744 -0.261 0.300
C 1.809 0.652 1.495
H -2.595 1.449 -0.361
H -0.455 -0.114 -1.687
H -1.619 -1.159 0.311
H -1.023 0.113 1.217
H 0.619 -1.810 1.202
H 0.510 -1.901 -0.560
H 2.632 -0.885 0.188
H 1.702 0.273 -0.658
H 0.912 1.267 1.563
H 1.826 0.142 2.455
H 2.747 1.208 1.464

Model ii:
C5H12N2 | the ωB97M-V functional and the def2-TZVPD basis

Its SMILES is NC[C@H]1CCCN1. Its LUMO energy is 1.11 eV. The value obtained for the HOMO energy is -8.671 eV. The gap between HOMO and LUMO comes out at 9.777 eV.

Element x y z (Å)
N -0.426 -2.250 1.374
C -0.949 -1.493 0.190
C -0.431 -0.054 0.486
C 1.007 0.210 0.453
C 1.293 1.523 -0.468
C -0.009 1.420 -1.381
N -1.040 0.663 -0.673
H 0.653 -2.276 1.386
H -0.883 -3.146 1.362
H -0.745 -1.666 -0.892
H -2.086 -1.389 0.269
H -0.856 0.331 1.390
H 1.543 0.259 1.384
H 1.611 -0.669 -0.088
H 2.356 1.644 -0.758
H 1.017 2.284 0.284
H -0.498 2.371 -1.620
H 0.196 0.979 -2.401
H -1.753 1.259 -0.297

model i (0.0356 hartree below the next structure)

Model i:
C4H7O3 | the ωB97M-V functional and the def2-TZVPD basis

As for the charge: -1. Its LUMO energy is 3.33 eV. The value obtained for the HOMO energy is -4.549 eV. The gap between HOMO and LUMO comes out at 7.878 eV.

Element x y z (Å)
C -1.792 1.165 -0.189
O -2.855 0.976 0.538
C -0.445 1.037 0.310
C -1.198 -0.232 -0.820
C 1.859 -1.099 0.261
O 2.496 -0.452 1.103
O 2.004 -1.180 -0.977
H -2.023 2.003 -0.858
H -2.092 -0.664 -1.266
H 0.447 1.306 -0.242
H -0.263 0.500 1.233
H -0.592 -0.074 -1.714
H -0.714 -1.024 -0.252
H 1.033 -1.768 0.656

Model ii:
C4H7O3 | the ωB97M-V functional and the def2-TZVPD basis

As for the charge: -1. Its LUMO energy is 3.81 eV. The value obtained for the HOMO energy is -4.349 eV. The gap between HOMO and LUMO comes out at 8.164 eV.

Element x y z (Å)
C -0.242 0.197 1.346
C -0.618 1.060 0.430
O -1.766 1.885 0.591
C -0.076 1.173 -0.984
H 0.517 -0.518 0.970
H -0.536 0.207 2.380
H -2.472 1.317 0.959
H 0.841 0.548 -0.999
H -0.746 0.801 -1.792
H 0.159 2.212 -1.137
O 1.748 -1.047 -0.590
C 1.247 -2.258 -0.436
O 0.204 -2.536 0.242
H 1.739 -3.040 -0.980

model ii (0.0903 hartree below the next structure)

Model i:
C4H7O3 | the ωB97M-V functional and the def2-TZVPD basis

As for the charge: -1. Its LUMO energy is 4.02 eV. The value obtained for the HOMO energy is -4.486 eV. The gap between HOMO and LUMO comes out at 8.508 eV.

Element x y z (Å)
C -1.969 0.377 -0.245
O -3.028 0.238 0.392
C -0.880 -0.566 -0.426
C -0.458 0.473 0.770
C 2.583 -0.484 -0.353
O 1.901 -1.299 0.306
O 2.727 0.728 -0.053
H -2.098 1.209 -0.962
H 0.515 0.049 1.081
H -1.088 -1.611 -0.227
H -0.213 -0.326 -1.247
H -1.084 0.532 1.668
H -0.149 1.489 0.489
H 3.242 -0.812 -1.193

Model ii:
C4H7O3 | the ωB97M-V functional and the def2-TZVPD basis

As for the charge: -1. Its SMILES is C[C@@H](O)CC(=O)[O-]. Its LUMO energy is 4.06 eV. The value obtained for the HOMO energy is -4.392 eV. The gap between HOMO and LUMO comes out at 8.456 eV.

Element x y z (Å)
C -1.619 1.498 1.311
C -0.779 1.015 0.112
O 0.447 1.675 0.160
C -0.692 -0.512 0.058
C 0.633 -1.182 -0.457
O 0.783 -2.368 -0.136
O 1.394 -0.488 -1.195
H -0.984 2.022 2.028
H -2.049 0.665 1.874
H -2.486 2.061 0.958
H -1.385 1.391 -0.725
H 1.059 1.093 -0.377
H -1.420 -0.952 -0.596
H -0.819 -0.948 1.024

model ii (0.0898 hartree below the next structure)